[1]
Computed, not measured: the ion C14H16BrO4 with charge -1 in a non-equilibrium geometry, with wB97M-V/def2-TZVPD.

## Properties
F_max ... 3.01 eV/A
Charge ... -1
Frontier orbital gap ... 5.16 eV
E_tot ... -3418.06117 Eh
SMILES ... CCOC(=O)[C@H](C/C=C(/[O-])OC)c1ccc(Br)cc1

Geometry as XYZ:
```
35
Properties=species:S:1:pos:R:3:forces:R:3:mulliken_charge:R:1
C 2.676 -2.954 -2.303 0.255 -0.184 -0.068 -1.25
C 1.328 -2.758 -1.665 0.170 -0.170 0.017 -0.12
O 0.976 -1.357 -1.704 0.307 -0.749 0.208 -0.27
C -0.248 -1.193 -1.187 -1.340 0.525 -0.037 0.53
O -1.057 -2.120 -1.165 0.952 1.427 0.233 -0.70
C -0.395 0.214 -0.551 0.415 -1.564 -1.006 0.28
C 0.010 -0.208 0.969 0.557 0.128 0.245 -0.75
C 0.240 0.732 2.075 1.197 0.781 -0.124 -0.94
C 1.518 1.169 2.553 -2.916 0.147 -0.741 0.37
O 1.738 2.143 3.283 0.070 -0.081 0.330 -0.77
O 2.569 0.394 2.134 0.879 -0.249 0.025 -0.29
C 3.782 0.938 2.596 0.321 0.320 0.243 -0.71
C -1.750 0.764 -0.707 -1.040 1.035 -0.347 0.40
C -2.919 -0.009 -0.545 -0.523 0.270 0.334 -0.18
C -4.168 0.603 -0.319 1.010 0.442 -0.418 -0.58
C -4.251 1.996 -0.402 0.206 -0.197 0.228 0.10
Br -5.894 2.864 0.070 0.132 -0.098 -0.131 -0.26
C -3.157 2.779 -0.765 0.593 -0.559 -0.203 -0.44
C -1.911 2.151 -0.967 -0.669 -0.407 0.484 -0.55
H 2.996 -3.978 -2.084 0.072 0.080 -0.065 0.39
H 2.624 -2.854 -3.388 0.015 0.111 -0.001 0.30
H 3.438 -2.270 -1.919 -0.189 -0.046 0.026 0.31
H 0.554 -3.333 -2.205 0.406 0.178 0.465 0.28
H 1.358 -3.048 -0.590 -0.181 0.027 -0.735 0.28
H 0.357 0.880 -0.972 0.077 -0.034 0.025 0.43
H -0.892 -0.790 1.173 0.409 -0.894 0.272 0.15
H 0.985 -0.731 0.787 -1.051 -0.311 0.378 0.39
H -0.604 1.224 2.519 -0.264 0.331 0.071 0.35
H 4.560 0.206 2.426 0.171 -0.238 -0.157 0.22
H 4.002 1.863 2.046 0.157 -0.108 0.170 0.28
H 3.725 1.192 3.669 0.103 -0.138 -0.489 0.28
H -2.864 -1.101 -0.616 0.089 0.570 0.482 0.35
H -5.028 0.004 -0.052 -0.057 0.040 -0.158 0.41
H -3.239 3.860 -0.859 -0.096 -0.276 -0.048 0.39
H -1.058 2.728 -1.336 -0.240 -0.110 0.492 0.32
```
Forces are in eV/Å.

***

[2]
Computed, not measured: a cluster of 2 separate species, C6H11NOS in total in a non-equilibrium geometry, with wB97M-V/def2-TZVPD.

## Properties
F_max ... 3.86 eV/A
Charge ... 0
Frontier orbital gap ... 9.44 eV
E_tot ... -763.29768 Eh
SMILES ... C[C@@H]1S[C@H]1C=C=O.CN

Geometry as XYZ:
```
20
Properties=species:S:1:pos:R:3:forces:R:3:mulliken_charge:R:1
C -0.090 2.467 1.375 -1.666 2.099 2.783 -1.27
C -0.474 1.326 0.527 1.810 -2.757 -0.589 0.31
S -1.187 1.536 -1.177 0.837 0.314 0.300 -0.19
C -1.772 0.684 0.289 -0.658 -0.294 0.177 -0.06
C -1.808 -0.811 0.209 0.481 0.027 0.197 -0.79
C -2.730 -1.561 -0.355 -0.379 0.485 -0.787 0.62
O -3.547 -2.142 -0.952 0.601 0.180 0.835 -0.37
H 0.218 2.113 2.404 -0.443 0.138 -1.021 0.31
H -0.905 3.266 1.567 0.691 -1.560 -0.395 0.29
H 0.709 3.130 1.093 0.653 -0.418 -0.899 0.32
H 0.230 0.429 0.708 -0.275 1.830 -1.019 0.07
H -2.551 1.144 0.812 -1.533 0.647 0.371 0.54
H -0.832 -1.232 0.395 -0.100 -0.672 0.072 0.20
C 2.191 -2.000 -0.811 -0.325 -0.877 3.475 -0.66
N 1.990 -0.595 -1.023 1.766 0.026 0.270 -0.44
H 3.018 -2.018 0.008 -1.090 -0.657 -1.560 0.23
H 1.267 -2.431 -0.255 1.477 0.334 -1.226 0.21
H 2.480 -2.574 -1.698 -0.229 -0.146 0.288 0.29
H 1.128 -0.336 -1.385 -2.034 0.282 -0.850 0.17
H 2.666 -0.397 -1.730 0.416 1.021 -0.422 0.24
```
Forces are in eV/Å.

***

[3]
Computed, not measured: a structure of composition C34H51HgN4OP2 in a non-equilibrium geometry, with wB97M-V/def2-TZVPD.

## Properties
F_max ... 3.85 eV/A
Charge ... +1
Frontier orbital gap ... 5.67 eV
E_tot ... -2456.33923 Eh

Geometry as XYZ:
```
93
Properties=species:S:1:pos:R:3:forces:R:3:mulliken_charge:R:1
C -1.332 -1.622 -2.359 -0.005 -0.519 -0.529 -0.35
C 0.669 -2.629 -1.624 0.258 0.733 0.279 0.05
C -1.543 -2.633 -3.302 -0.647 1.022 0.352 -0.85
C 0.409 -3.756 -2.457 -0.319 -0.068 -0.207 -1.04
C -0.674 -3.729 -3.315 0.607 -0.134 0.454 -0.83
H -2.392 -2.542 -3.976 0.151 -0.204 0.087 0.51
H 1.119 -4.580 -2.419 -0.237 0.111 -0.173 0.51
H -0.856 -4.552 -4.002 0.073 0.108 0.131 0.41
N -0.269 -1.628 -1.557 0.054 -0.130 -0.247 1.12
P -2.502 0.005 -0.416 -0.144 -0.031 -0.186 -0.56
P 2.393 -0.941 -0.190 -0.229 -1.074 -0.331 0.48
C -2.306 -0.447 -2.197 0.251 0.051 -0.213 -1.12
H -1.897 0.432 -2.716 -0.083 -0.252 0.146 0.47
H -3.273 -0.687 -2.658 0.294 0.125 0.124 0.65
C 0.050 2.136 1.681 3.199 1.851 1.074 -0.35
O 1.016 2.678 1.995 -2.628 -1.376 -0.832 -0.25
C 1.875 -2.457 -0.911 -0.299 -0.665 0.648 -1.28
H 2.473 -3.357 -0.760 0.095 0.332 -0.202 0.13
C 3.455 -0.138 -1.548 0.021 0.527 0.429 2.12
C 3.471 -1.340 1.315 -0.067 0.265 -0.202 2.11
C -3.336 1.695 -0.302 -0.192 -0.334 -0.051 2.06
C -3.655 -1.371 0.189 0.026 0.220 0.066 2.44
C 3.546 1.365 -1.238 0.201 0.121 -0.264 -1.58
H 4.122 1.567 -0.326 -0.138 -0.027 -0.278 0.31
H 4.050 1.862 -2.079 -0.049 0.032 0.210 0.51
H 2.553 1.810 -1.128 0.225 -0.055 0.031 0.09
C 4.865 -0.740 -1.642 0.098 0.065 -0.084 -2.04
H 5.485 -0.536 -0.761 -0.173 -0.056 -0.254 0.34
H 4.833 -1.821 -1.828 -0.011 0.231 0.075 0.38
H 5.370 -0.275 -2.503 -0.133 -0.103 0.171 0.52
C 2.787 -0.367 -2.914 -0.084 -0.034 0.010 -1.32
H 3.312 0.236 -3.671 -0.030 -0.109 0.214 0.67
H 2.840 -1.422 -3.214 -0.043 0.278 0.129 0.30
H 1.741 -0.060 -2.911 0.088 -0.221 -0.010 -0.34
C 4.197 -0.053 1.754 0.099 -0.112 0.162 -1.91
H 3.493 0.783 1.878 0.163 -0.164 -0.042 0.27
H 4.669 -0.237 2.731 -0.072 0.059 -0.211 0.53
H 4.990 0.249 1.059 -0.261 -0.082 0.216 0.27
C 2.568 -1.799 2.465 -0.116 0.009 0.042 -1.86
H 1.796 -1.061 2.697 0.133 -0.044 0.011 0.14
H 2.074 -2.751 2.239 0.080 0.186 -0.044 0.29
H 3.183 -1.946 3.366 -0.109 0.032 -0.235 0.64
C 4.468 -2.477 1.051 0.233 -0.018 0.008 -1.82
H 5.202 -2.250 0.274 -0.201 -0.082 0.248 0.29
H 5.022 -2.656 1.985 -0.127 -0.018 -0.201 0.53
H 3.954 -3.406 0.780 0.089 0.174 0.094 0.33
C -4.149 -1.024 1.601 -0.169 -0.156 0.162 -1.81
H -4.645 -1.913 2.021 0.083 0.236 -0.098 0.55
H -3.313 -0.771 2.265 -0.170 -0.035 -0.106 0.15
H -4.878 -0.204 1.610 0.212 -0.244 -0.024 0.32
C -2.855 -2.682 0.257 0.233 -0.102 0.036 -1.71
H -2.605 -3.067 -0.739 -0.051 0.095 0.247 0.35
H -1.930 -2.558 0.828 -0.229 -0.057 -0.226 0.03
H -3.469 -3.438 0.773 0.114 0.192 -0.160 0.63
C -4.853 -1.613 -0.745 -0.192 0.030 0.057 -1.84
H -5.463 -2.412 -0.295 0.142 0.158 -0.156 0.52
H -5.494 -0.734 -0.860 0.144 -0.324 0.023 0.27
H -4.542 -1.953 -1.740 -0.074 -0.010 0.269 0.35
C -2.621 2.701 -1.218 0.080 0.043 -0.008 -1.83
H -2.653 2.395 -2.272 -0.024 0.112 0.218 0.37
H -3.133 3.672 -1.133 0.114 -0.275 -0.008 0.63
H -1.573 2.848 -0.938 -0.182 -0.056 -0.016 0.11
C -3.214 2.180 1.156 0.005 0.103 0.063 -1.17
H -2.161 2.250 1.473 -0.610 -0.006 -0.202 -0.18
H -3.661 3.184 1.222 0.106 -0.238 0.039 0.52
H -3.741 1.526 1.861 0.115 0.228 -0.204 0.26
C -4.810 1.645 -0.720 -0.194 0.354 0.001 -2.02
H -4.936 1.220 -1.726 0.000 0.079 0.266 0.34
H -5.442 1.102 -0.006 0.219 0.114 -0.242 0.33
H -5.185 2.679 -0.756 0.036 -0.238 0.002 0.56
Hg 0.001 -0.027 0.303 0.476 -1.208 -0.661 3.96
N 0.294 1.573 -1.764 0.489 1.294 -3.167 -0.38
C 0.468 2.010 -2.841 -0.893 -0.412 3.175 0.50
C 0.586 2.747 -4.055 0.193 0.339 -1.236 0.06
C 0.387 4.143 -4.072 0.060 -0.015 0.019 -0.40
C 0.902 2.078 -5.250 0.046 0.070 -0.030 -0.26
C 0.538 4.857 -5.265 -0.010 -0.302 0.112 -0.65
H 0.117 4.660 -3.147 0.133 -0.169 -0.326 0.42
C 1.060 2.798 -6.437 -0.079 0.035 0.205 -0.72
H 1.021 0.992 -5.234 0.033 0.336 -0.057 0.43
C 0.882 4.186 -6.447 -0.022 -0.161 0.284 -0.38
H 0.391 5.940 -5.274 0.046 -0.433 0.038 0.39
H 1.324 2.271 -7.356 -0.115 0.178 0.313 0.40
H 1.010 4.747 -7.375 -0.046 -0.194 0.319 0.40
N -1.222 -1.144 4.599 -0.027 -0.295 -0.097 -0.04
C -1.025 -2.478 4.250 0.035 0.658 -0.364 -0.98
C -0.677 -2.468 2.928 -0.045 0.844 0.422 -0.70
N -0.647 -1.157 2.468 -0.528 0.431 1.097 0.57
C -1.000 -0.384 3.500 0.508 -1.048 -0.528 -0.90
H -1.483 -0.778 5.509 0.083 -0.277 -0.312 0.25
H -1.135 -3.300 4.932 -0.067 0.086 0.155 0.45
H -0.442 -3.300 2.282 0.023 0.071 0.080 0.55
H -1.068 0.703 3.497 -0.043 -0.450 0.012 0.31
```
Forces are in eV/Å.

***

[4]
Computed, not measured: a structure of composition C17H22MoN4OS2 in a non-equilibrium geometry, with wB97M-V/def2-TZVPD.

## Properties
F_max ... 1.41 eV/A
Charge ... +4
Spin multiplicity ... 3
Frontier orbital gap (spin up / spin down) ... 5.86 / 7.18 eV
<S²> ... 2.112
E_tot ... -1818.27814 Eh

Geometry as XYZ:
```
47
Properties=species:S:1:pos:R:3:forces:R:3:lowdin_spin:R:1
Mo 0.882 -0.024 -0.416 0.080 0.623 -0.366 2.03
O 2.500 -0.448 1.213 -0.739 -0.090 -0.508 0.03
C 2.498 -1.788 1.807 -0.153 -0.534 0.325 0.00
C 1.112 -2.110 2.335 0.223 0.337 -0.056 0.00
C 0.047 -1.967 1.244 0.339 -0.527 -0.073 0.00
C 0.373 -2.757 -0.002 -0.077 0.072 -0.003 0.01
C 0.172 -4.109 -0.167 0.011 0.060 -0.019 0.00
C 0.582 -4.705 -1.360 0.004 0.082 0.019 0.02
C 1.182 -3.929 -2.354 -0.024 0.004 0.083 0.00
C 1.345 -2.579 -2.141 0.113 -0.053 -0.256 0.02
N 0.951 -2.011 -0.979 0.129 0.417 0.018 0.01
H 2.878 0.172 1.854 -0.004 0.224 -0.133 0.00
H 3.235 -1.837 2.606 0.080 0.142 -0.066 0.00
H 2.801 -2.479 1.022 0.092 0.081 -0.018 0.00
H 0.863 -1.466 3.181 -0.035 -0.042 0.016 0.00
H 1.110 -3.137 2.710 -0.068 -0.028 -0.050 0.00
H -0.040 -0.849 0.974 -0.812 -0.503 1.040 0.01
H -0.935 -2.232 1.638 -0.151 0.325 -0.138 0.00
H -0.298 -4.694 0.614 -0.006 0.015 0.009 0.00
H 0.426 -5.766 -1.515 0.020 -0.006 -0.005 0.00
H 1.512 -4.372 -3.284 -0.001 0.028 -0.017 0.00
H 1.790 -1.934 -2.889 -0.014 0.010 0.009 0.00
S 3.842 3.199 -1.648 -0.253 -0.320 0.094 0.00
C 4.475 1.614 -1.869 -0.077 0.039 0.046 0.00
C 3.573 0.684 -1.501 0.132 -0.110 -0.077 0.02
N 2.364 1.219 -1.054 0.221 -0.091 -0.222 0.01
C 2.400 2.564 -1.088 0.037 0.229 -0.073 0.01
H 5.471 1.440 -2.252 0.011 0.078 -0.007 0.00
H 3.722 -0.386 -1.532 0.000 0.015 0.037 0.00
H 1.568 3.189 -0.792 0.004 -0.006 -0.004 0.00
C -5.189 3.084 -0.905 -0.435 0.113 -0.132 0.00
C -3.900 2.601 -0.391 0.232 0.039 0.265 0.00
C -3.440 2.809 0.904 0.097 -0.075 -0.031 -0.02
C -2.190 2.340 1.304 -0.187 0.016 -0.094 0.00
N -1.411 1.651 0.419 0.194 -0.070 -0.022 0.01
C -1.877 1.449 -0.785 0.238 0.042 0.090 0.01
S -0.855 0.512 -1.883 0.510 -0.487 0.210 -0.16
N -3.065 1.905 -1.215 -0.026 0.005 0.032 -0.01
C -1.681 2.557 2.675 0.005 0.047 0.228 0.00
H -6.017 2.559 -0.414 0.101 -0.102 0.023 0.00
H -5.302 2.960 -1.981 0.046 0.008 0.001 0.00
H -5.334 4.136 -0.646 0.116 0.011 -0.037 0.00
H -4.060 3.354 1.604 -0.007 0.023 -0.020 0.00
H -3.359 1.743 -2.176 -0.017 -0.038 -0.010 0.00
H -2.216 1.908 3.377 -0.008 -0.038 -0.057 0.00
H -1.889 3.575 3.009 0.048 0.012 -0.039 0.00
H -0.617 2.354 2.752 0.011 0.021 -0.013 0.00
```
Forces are in eV/Å.

***

- Which value of E_tot does entry 4 give?
  -1818.27814 Eh

***

Please write out number 2 again, unchanged.
Computed, not measured: a cluster of 2 separate species, C6H11NOS in total in a non-equilibrium geometry, with wB97M-V/def2-TZVPD.

## Properties
F_max ... 3.86 eV/A
Charge ... 0
Frontier orbital gap ... 9.44 eV
E_tot ... -763.29768 Eh
SMILES ... C[C@@H]1S[C@H]1C=C=O.CN

Geometry as XYZ:
```
20
Properties=species:S:1:pos:R:3:forces:R:3:mulliken_charge:R:1
C -0.090 2.467 1.375 -1.666 2.099 2.783 -1.27
C -0.474 1.326 0.527 1.810 -2.757 -0.589 0.31
S -1.187 1.536 -1.177 0.837 0.314 0.300 -0.19
C -1.772 0.684 0.289 -0.658 -0.294 0.177 -0.06
C -1.808 -0.811 0.209 0.481 0.027 0.197 -0.79
C -2.730 -1.561 -0.355 -0.379 0.485 -0.787 0.62
O -3.547 -2.142 -0.952 0.601 0.180 0.835 -0.37
H 0.218 2.113 2.404 -0.443 0.138 -1.021 0.31
H -0.905 3.266 1.567 0.691 -1.560 -0.395 0.29
H 0.709 3.130 1.093 0.653 -0.418 -0.899 0.32
H 0.230 0.429 0.708 -0.275 1.830 -1.019 0.07
H -2.551 1.144 0.812 -1.533 0.647 0.371 0.54
H -0.832 -1.232 0.395 -0.100 -0.672 0.072 0.20
C 2.191 -2.000 -0.811 -0.325 -0.877 3.475 -0.66
N 1.990 -0.595 -1.023 1.766 0.026 0.270 -0.44
H 3.018 -2.018 0.008 -1.090 -0.657 -1.560 0.23
H 1.267 -2.431 -0.255 1.477 0.334 -1.226 0.21
H 2.480 -2.574 -1.698 -0.229 -0.146 0.288 0.29
H 1.128 -0.336 -1.385 -2.034 0.282 -0.850 0.17
H 2.666 -0.397 -1.730 0.416 1.021 -0.422 0.24
```
Forces are in eV/Å.

***

- Which formula does entry 2 have?
  C6H11NOS